Entry 1:
Below is an isolated molecule of C6H12N2 in a non-equilibrium geometry, with properties calculated with the ωB97M-V functional and the def2-TZVPD basis.

The energy above the lowest of the compared OMol25 structures with the same formula, charge and spin is 94.17 kcal/mol. The value obtained for the highest occupied orbital energy is -7.92 eV.

```
! wB97M-V def2-TZVPD RIJCOSX def2/J DEFGRID3
* xyz 0 1
C 0.032 -0.234 1.461
C 0.943 -1.021 0.560
C 1.880 -0.132 -0.174
C -0.874 -0.225 -1.670
C -1.836 0.172 -0.417
C -1.136 0.621 0.860
H -0.408 -0.901 2.237
H 0.574 0.596 2.118
H 1.626 -1.574 1.097
H 0.469 -1.735 -0.074
H 2.906 -0.695 -0.560
H 2.420 0.663 0.589
H 1.698 1.291 -1.708
H -1.497 -0.527 -2.584
H -2.729 -0.600 -0.118
H -2.521 0.935 -0.961
H -0.858 1.797 0.740
H -2.000 0.694 1.636
N 1.065 0.693 -1.038
N 0.246 0.183 -1.993
*
```



Entry 2:
Below is the ion C3H10NS with charge +1 in a non-equilibrium geometry, with properties calculated with the ωB97M-V functional and the def2-TZVPD basis.

The energy above the lowest of the compared OMol25 structures with the same formula, charge and spin is 71.85 kcal/mol. The value obtained for the highest occupied orbital energy is -13.99 eV.

```
! wB97M-V def2-TZVPD RIJCOSX def2/J DEFGRID3
* xyz 1 1
C -1.675 0.207 -0.592
N -2.680 -0.038 0.328
H -1.612 1.173 -1.106
H -1.386 -0.666 -1.190
H -2.539 0.683 1.038
H -2.656 -0.968 0.727
C 1.187 -0.844 -1.450
S 0.308 0.074 0.208
C 1.746 0.775 1.618
H 0.301 -0.904 -2.049
H 2.018 -0.293 -1.835
H 1.355 -1.793 -0.977
H 2.515 1.318 1.066
H 2.044 -0.182 2.062
H 1.076 1.455 2.152
*
```



Entry 3:
Below is a structure of composition C40H77BF6IN4O17PS in a non-equilibrium geometry, with properties calculated with the ωB97M-V functional and the def2-TZVPD basis.

The value obtained for the highest occupied orbital energy is -8.27 eV.

```
! wB97M-V def2-TZVPD RIJCOSX def2/J DEFGRID3
* xyz 0 1
C 4.331 -4.593 7.659
C 4.178 -3.473 6.580
O 3.601 -2.331 7.236
C 3.681 -1.177 6.367
C 2.206 -0.726 6.012
O 1.967 -1.020 4.647
C 0.785 -0.445 4.113
S 1.372 1.339 3.723
C -0.391 -0.219 5.176
N -0.381 1.113 5.825
O 0.431 -0.907 2.862
C -0.140 -2.189 2.647
C 0.924 -3.111 1.871
C 2.421 -2.778 2.131
C 3.209 -3.157 0.790
C 4.622 -3.727 1.068
F 4.482 -5.097 1.189
F 5.212 -3.170 2.157
C 5.563 -3.535 -0.188
F 6.868 -3.697 0.170
F 5.322 -4.434 -1.158
F 5.458 -2.300 -0.744
C -0.546 -3.062 3.851
C -1.831 -3.491 4.287
C -1.989 -4.330 5.410
N -1.065 -4.823 6.246
C 0.151 -4.416 5.817
C 0.492 -3.619 4.711
C -1.309 -1.854 1.605
N -2.386 -1.252 2.476
C -2.960 -0.199 1.999
C -4.085 -0.175 0.908
C -2.633 1.215 2.575
O -1.019 -0.765 0.703
C -0.062 -0.772 -0.241
F 1.272 -0.779 0.132
I -0.227 1.293 -1.083
P -0.227 -1.838 -1.777
O 0.051 -3.285 -1.588
O 0.887 -1.265 -2.853
O -1.679 -1.644 -2.538
B -2.036 -3.158 0.996
N -3.009 -2.995 -0.137
O -1.786 -4.464 1.426
H 4.689 -4.140 8.605
H 3.325 -5.051 7.803
H 5.052 -5.336 7.255
H 5.195 -3.188 6.220
H 3.527 -3.771 5.723
H 4.134 -0.374 6.989
H 4.245 -1.404 5.440
H 2.139 0.350 6.290
H 1.560 -1.303 6.721
H 1.125 1.508 2.384
H -0.478 -1.046 5.913
H -1.346 -0.231 4.599
H -1.331 1.460 5.915
H 0.068 1.053 6.738
H 0.768 -4.181 2.143
H 0.783 -3.072 0.766
H 2.676 -1.721 2.317
H 2.915 -3.409 2.908
H 3.232 -2.217 0.194
H 2.662 -3.937 0.211
H -2.712 -3.189 3.700
H -3.032 -4.634 5.651
H 0.995 -4.776 6.445
H 1.555 -3.396 4.535
H -4.568 -1.162 0.800
H -3.600 0.147 -0.042
H -4.825 0.575 1.273
H -2.782 1.181 3.683
H -3.246 2.015 2.121
H -1.536 1.355 2.436
H 1.644 -1.871 -2.734
H -1.809 -2.466 -3.049
H -3.942 -3.291 0.147
H -2.652 -3.576 -0.897
H -2.623 -4.935 1.559
C -3.638 0.257 -3.541
O -4.761 0.154 -4.394
C -4.537 0.793 -5.641
C -5.608 0.394 -6.640
O -5.345 -0.858 -7.267
C -5.592 -2.012 -6.470
C -7.069 -2.333 -6.329
O -7.653 -1.541 -5.305
C -9.063 -1.605 -5.330
H -3.389 1.307 -3.348
H -3.884 -0.223 -2.594
H -2.780 -0.257 -3.976
H -3.549 0.518 -6.030
H -4.577 1.878 -5.477
H -5.599 1.127 -7.451
H -6.605 0.412 -6.197
H -5.101 -1.933 -5.498
H -5.119 -2.837 -7.007
H -7.187 -3.389 -6.049
H -7.579 -2.150 -7.282
H -9.449 -1.193 -6.269
H -9.443 -1.002 -4.506
H -9.408 -2.637 -5.203
C 11.620 1.997 2.956
O 10.503 1.833 2.110
C 10.694 2.464 0.852
C 9.638 2.003 -0.137
O 9.951 0.755 -0.746
C 9.757 -0.397 0.070
C 8.297 -0.780 0.222
O 7.685 0.003 1.238
C 6.276 -0.111 1.233
H 11.824 3.059 3.132
H 11.395 1.520 3.909
H 12.503 1.511 2.525
H 11.691 2.227 0.463
H 10.607 3.549 1.000
H 9.611 2.724 -0.958
H 8.643 1.985 0.313
H 10.249 -0.283 1.037
H 10.263 -1.209 -0.458
H 8.226 -1.831 0.518
H 7.774 -0.632 -0.731
H 5.866 0.274 0.292
H 5.889 0.495 2.052
H 5.965 -1.145 1.382
C -5.564 10.180 -4.751
O -5.351 8.849 -5.171
C -4.103 8.344 -4.719
C -4.046 6.838 -4.899
O -4.685 6.125 -3.844
C -6.109 6.122 -3.874
C -6.680 5.185 -4.922
O -6.688 5.812 -6.197
C -6.945 4.890 -7.233
H -4.772 10.838 -5.126
H -6.519 10.513 -5.157
H -5.613 10.235 -3.658
H -3.959 8.594 -3.661
H -3.311 8.813 -5.318
H -2.998 6.534 -4.855
H -4.433 6.532 -5.873
H -6.505 7.134 -3.977
H -6.415 5.753 -2.892
H -7.718 4.936 -4.662
H -6.083 4.266 -4.960
H -6.147 4.140 -7.281
H -6.966 5.435 -8.176
H -7.914 4.401 -7.085
*
```



Entry 4:
Below is a cluster of 3 separate species, C4H14NO2S in total in a non-equilibrium geometry, with properties calculated with the ωB97M-V functional and the def2-TZVPD basis.

The energy above the lowest of the compared OMol25 structures with the same formula, charge and spin is 16.60 kcal/mol. The value obtained for the highest occupied orbital energy is -2.93 eV.

```
! wB97M-V def2-TZVPD RIJCOSX def2/J DEFGRID3
* xyz -1 1
C -0.702 -0.025 -0.564
C -1.628 1.154 -0.421
S -1.216 2.328 0.894
C -0.860 -0.835 -1.916
N -0.770 -2.298 -1.811
C 0.478 -2.748 -1.175
H 0.346 0.285 -0.624
H -0.685 -0.747 0.261
H -2.679 0.842 -0.360
H -1.579 1.667 -1.396
H -1.869 -0.579 -2.248
H -0.094 -0.492 -2.610
H -1.533 -2.598 -1.217
H 0.615 -2.250 -0.217
H 1.375 -2.580 -1.782
H 0.442 -3.838 -1.161
H 3.722 -0.445 2.024
H 2.219 -0.576 1.593
O 3.091 -0.996 1.565
H 0.975 1.611 2.525
H 1.035 1.398 1.077
O 1.629 1.360 1.860
*
```



Entry 5:
Below is the ion C8H14NO3 with charge +1 in a non-equilibrium geometry, with properties calculated with the ωB97M-V functional and the def2-TZVPD basis.

The energy above the lowest of the compared OMol25 structures with the same formula, charge and spin is 18.06 kcal/mol. The value obtained for the highest occupied orbital energy is -12.28 eV.

```
! wB97M-V def2-TZVPD RIJCOSX def2/J DEFGRID3
* xyz 1 1
C 2.176 -1.445 0.059
C 1.301 -1.725 -1.073
C 2.298 -0.220 0.603
C 0.398 -0.879 -1.473
C 1.558 1.024 -0.019
C 0.185 0.668 -0.660
C -2.323 0.663 -0.028
C -0.783 -0.494 1.467
N -0.840 0.577 0.409
O -0.494 -1.001 -2.488
O 1.317 1.871 1.139
O -0.158 1.626 -1.572
H 2.757 -2.314 0.418
H 1.371 -2.701 -1.530
H 2.891 -0.005 1.504
H 2.051 1.632 -0.747
H -2.685 -0.283 -0.471
H -2.821 0.912 0.931
H -2.551 1.330 -0.830
H -0.900 -1.568 1.000
H 0.108 -0.516 2.133
H -1.710 -0.377 2.129
H -0.684 1.454 0.833
H -0.267 -1.764 -3.045
H 1.864 2.691 1.117
H -0.496 1.142 -2.320
*
```



Entry 6:
Below is an isolated molecule of C4H11NO in a non-equilibrium geometry, with properties calculated with the ωB97M-V functional and the def2-TZVPD basis.

The energy above the lowest of the compared OMol25 structures with the same formula, charge and spin is 54.09 kcal/mol. The value obtained for the highest occupied orbital energy is -9.07 eV.

```
! wB97M-V def2-TZVPD RIJCOSX def2/J DEFGRID3
* xyz 0 1
C -1.372 -1.419 1.866
C -0.406 -1.045 -0.360
N -1.565 -1.264 0.435
H -0.417 -1.888 2.096
H -2.120 -2.160 2.170
H -1.530 -0.546 2.501
H 0.539 -1.570 -0.354
H -0.808 -1.072 -1.379
H -2.187 -0.549 0.089
C 1.256 0.716 -0.621
O -0.085 0.404 -0.289
C 1.238 2.159 -1.149
H 1.481 -0.019 -1.401
H 2.145 0.746 0.026
H 2.216 2.359 -1.586
H 1.264 2.838 -0.292
H 0.351 2.310 -1.752
*
```



Entry 7:
Below is an isolated molecule of C4H6Cl3NSi in a non-equilibrium geometry, with properties calculated with the ωB97M-V functional and the def2-TZVPD basis.

The energy above the lowest of the compared OMol25 structures with the same formula, charge and spin is 0.00 kcal/mol. The value obtained for the highest occupied orbital energy is -11.25 eV.

```
! wB97M-V def2-TZVPD RIJCOSX def2/J DEFGRID3
* xyz 0 1
N -2.778 1.874 0.319
Cl -0.459 -2.550 0.190
Cl 2.824 -2.133 1.072
Cl 0.464 -1.249 3.156
C -2.056 1.206 -0.289
C -1.178 0.308 -1.010
C 0.338 0.606 -0.947
C 0.955 0.374 0.451
Si 0.931 -1.335 1.165
H -1.376 -0.724 -0.665
H -1.485 0.346 -2.065
H 0.502 1.620 -1.313
H 0.865 -0.024 -1.689
H 0.431 1.013 1.157
H 2.021 0.668 0.468
*
```



Entry 8:
Below is a structure of composition C3H2LiNaO3 in a non-equilibrium geometry, with properties calculated with the ωB97M-V functional and the def2-TZVPD basis.

As for the expectation value of S²: 0.7531. The energy above the lowest of the compared OMol25 structures with the same formula, charge and spin is 31.48 kcal/mol. The value obtained for the highest occupied orbital energy (alpha / beta) is -11.36 / -12.80 eV.

```
! wB97M-V def2-TZVPD RIJCOSX def2/J DEFGRID3
* xyz 1 2
C 2.219 0.747 -0.887
C 1.117 1.084 -0.259
O 0.275 1.787 0.214
Li -1.551 1.505 0.876
H 2.695 1.477 -1.542
H 2.657 -0.235 -0.710
O -1.057 -2.365 0.277
C -1.040 -1.163 0.085
Na -3.441 -2.516 1.427
O -1.873 -0.321 0.519
*
```



Entry 9:
Below is an isolated molecule of C19H19ClN4OS, with properties calculated with the ωB97M-V functional and the def2-TZVPD basis.

The energy above the lowest of the compared OMol25 structures with the same formula, charge and spin is 45.58 kcal/mol. The value obtained for the highest occupied orbital energy is -8.07 eV.

```
! wB97M-V def2-TZVPD RIJCOSX def2/J DEFGRID3
* xyz 0 1
C 2.414 -3.700 -3.078
N 1.868 -2.618 -2.290
C 1.136 -1.650 -3.090
C 0.322 -0.744 -2.144
N 0.837 -0.764 -0.780
N 0.357 -1.851 -0.042
C -0.651 -1.733 0.851
O -1.143 -2.699 1.395
C -1.074 -0.318 1.113
C -0.197 0.575 1.668
C -0.629 1.899 1.917
N -1.844 2.313 1.632
C -2.726 1.456 1.097
C -4.027 1.922 0.807
C -4.954 1.079 0.263
C -4.628 -0.259 -0.014
C -3.375 -0.740 0.252
C -2.396 0.100 0.814
H -3.128 -1.772 0.055
H -5.379 -0.909 -0.438
H -5.950 1.435 0.044
H -4.254 2.952 1.032
C 0.243 2.894 2.495
C 1.547 2.819 2.905
C 2.039 4.032 3.420
C 1.095 5.017 3.394
S -0.415 4.483 2.738
Cl 1.303 6.624 3.928
H 3.036 4.172 3.793
H 2.143 1.927 2.845
H 0.808 0.277 1.918
H 0.630 -2.787 -0.338
C 2.288 -0.731 -0.785
C 2.899 -1.948 -1.512
H 3.291 -2.670 -0.790
H 3.738 -1.620 -2.151
H 2.572 0.200 -1.280
H 2.635 -0.688 0.248
H 0.351 0.293 -2.487
H -0.722 -1.058 -2.104
H 0.466 -2.189 -3.761
H 1.822 -1.046 -3.710
H 1.601 -4.215 -3.588
H 3.140 -3.354 -3.830
H 2.912 -4.405 -2.414
*
```



Entry 10:
Below is an isolated molecule of C4H8O2S in a non-equilibrium geometry, with properties calculated with the ωB97M-V functional and the def2-TZVPD basis.

The energy above the lowest of the compared OMol25 structures with the same formula, charge and spin is 6.41 kcal/mol. The value obtained for the highest occupied orbital energy is -9.06 eV.

```
! wB97M-V def2-TZVPD RIJCOSX def2/J DEFGRID3
* xyz 0 1
O -2.137 0.408 0.700
C -1.192 0.956 1.190
O -1.300 1.904 2.156
C 0.242 0.698 0.760
C 0.402 -0.685 0.137
C 0.694 -0.566 -1.349
S 0.572 -2.225 -2.143
H -2.084 1.675 2.691
H 0.883 0.908 1.610
H 0.389 1.454 -0.028
H 1.222 -1.216 0.613
H -0.503 -1.283 0.238
H 1.674 -0.172 -1.559
H -0.124 -0.014 -1.794
H 1.262 -1.840 -3.223
*
```



Entry 11:
Below is a cluster of 5 separate species, C15H35N5O5 in total in a non-equilibrium geometry, with properties calculated with the ωB97M-V functional and the def2-TZVPD basis.

The energy above the lowest of the compared OMol25 structures with the same formula, charge and spin is 62.42 kcal/mol. The value obtained for the highest occupied orbital energy is -8.93 eV.

```
! wB97M-V def2-TZVPD RIJCOSX def2/J DEFGRID3
* xyz 0 1
C -2.150 -5.364 -2.189
O -1.355 -5.177 -1.295
N -3.155 -4.535 -2.546
C -4.182 -4.984 -3.486
C -3.293 -3.245 -1.867
H -2.200 -6.242 -2.860
H -5.033 -5.299 -2.865
H -3.962 -5.842 -4.112
H -4.538 -4.132 -4.062
H -2.287 -2.837 -1.795
H -3.886 -2.550 -2.454
H -3.709 -3.416 -0.878
C 2.346 -2.090 -2.200
O 2.689 -0.920 -2.198
N 2.703 -2.996 -3.132
C 2.264 -4.368 -3.004
C 3.715 -2.710 -4.127
H 1.805 -2.511 -1.340
H 1.435 -4.534 -3.702
H 1.873 -4.608 -2.016
H 3.042 -5.104 -3.210
H 4.695 -3.026 -3.758
H 3.515 -3.309 -5.015
H 3.773 -1.662 -4.398
C 1.092 -0.288 0.867
O 1.391 -0.325 2.043
N 0.020 0.334 0.330
C -0.335 0.384 -1.071
C -0.840 1.129 1.175
H 1.721 -0.797 0.118
H -1.305 -0.071 -1.287
H 0.469 0.006 -1.699
H -0.490 1.430 -1.355
H -0.977 2.129 0.767
H -1.804 0.642 1.361
H -0.495 1.293 2.190
C 0.297 6.684 1.739
O 0.580 7.855 1.881
N 0.863 5.892 0.791
C 0.512 4.488 0.740
C 1.792 6.344 -0.208
H -0.428 6.107 2.330
H 0.196 4.026 1.672
H 1.447 3.943 0.539
H -0.137 4.220 -0.097
H 2.763 5.891 0.032
H 1.503 5.947 -1.187
H 1.879 7.419 -0.311
C -0.550 2.814 4.324
O -1.482 3.239 3.656
N -0.356 1.548 4.707
C 0.884 1.175 5.383
C -1.330 0.496 4.500
H 0.280 3.463 4.650
H 0.702 0.554 6.261
H 1.368 2.086 5.728
H 1.546 0.623 4.715
H -0.901 -0.386 4.030
H -1.913 0.267 5.393
H -2.066 0.902 3.802
*
```



Entry 12:
Below is the ion C6H9N4 with charge +1 in a non-equilibrium geometry, with properties calculated with the ωB97M-V functional and the def2-TZVPD basis.

As for the expectation value of S²: 2.0210. The energy above the lowest of the compared OMol25 structures with the same formula, charge and spin is 75.59 kcal/mol. The value obtained for the highest occupied orbital energy (alpha / beta) is -10.50 / -13.99 eV.

```
! wB97M-V def2-TZVPD RIJCOSX def2/J DEFGRID3
* xyz 1 3
C -0.695 1.338 -0.748
C 0.200 2.061 -0.007
C -0.285 -1.751 -0.515
C -0.076 1.337 2.251
C -0.632 -2.468 0.498
C 1.186 -0.847 -2.254
N -0.753 0.346 -1.474
N 0.093 -0.758 -1.216
N -0.625 0.310 1.793
N 0.522 2.220 1.220
H -1.552 2.006 -1.096
H 0.008 1.539 3.352
H -1.423 -3.308 0.533
H -0.154 -2.113 1.425
H 1.556 0.173 -2.374
H 1.944 -1.625 -2.162
H 0.599 -1.143 -3.144
H -1.178 -0.188 2.426
H 1.264 2.872 1.492
*
```